Molecular formula: C3H10O
Method: DFT, the ωB97M-V functional and the def2-TZVPD basis

Geometry (Å):
C -4.396 1.604 -2.624
H -4.431 0.501 -2.513
H -5.310 2.063 -2.966
H -3.640 1.867 -3.377
H -3.896 1.723 -1.671
C 1.527 -0.236 1.420
O 1.230 0.106 0.047
C 2.173 -1.618 1.499
H 2.101 0.602 1.834
H 0.523 -0.218 1.856
H 2.018 -0.078 -0.468
H 2.802 -2.057 0.733
H 2.821 -1.651 2.376
H 1.276 -2.263 1.599

Cartesian forces (eV/Å) of the 6 atoms listed first:
C 1.639 -1.615 -0.463
H -0.544 0.299 -1.037
H -0.412 0.162 0.889
H -0.080 -0.333 0.116
H -0.588 1.481 0.505
C 0.073 0.734 -2.058

E (eV): -5318.1620
2S+1: 2
Relative energy (zero: lowest compared OMol25 entry of this formula, charge and spin) (kcal/mol): 19.2
⟨S²⟩: 0.750
Charge: -1
HOMO-LUMO gap (spin up / spin down) (eV): 2.1 / 9.7
Highest occupied orbital energy (spin up / spin down) (eV): 1.43 / -6.07

Charges in e, computed with natural (NBO), in the same order as the atoms: -0.999, 0.212, 0.207, 0.208, 0.226, -0.405, -0.898, -0.861, 0.147, 0.163, 0.411, 0.210, 0.188, 0.191

***

Molecular formula: C3H10O
Method: DFT, the ωB97M-V functional and the def2-TZVPD basis

Geometry (Å):
C 0.156 2.053 0.417
C 0.227 2.143 -1.094
H 0.741 2.871 0.816
H -0.824 2.219 0.835
H 0.501 1.094 0.798
H 1.210 2.421 -1.447
H 0.012 1.226 -1.660
H -0.499 2.799 -1.487
C -0.560 -2.739 0.344
O 0.367 -3.285 1.250
H -0.690 -3.312 -0.584
H -0.320 -1.711 0.063
H -1.565 -2.773 0.770
H 1.243 -3.006 0.979

Cartesian forces (eV/Å) of the 6 atoms listed first:
C 0.198 -0.026 -0.034
C 0.158 -1.289 -0.509
H 0.412 -0.037 0.353
H -0.613 -0.126 -0.156
H 0.250 0.116 0.083
H 0.256 0.341 0.044

E (eV): -5319.8801
2S+1: 1
Relative energy (zero: lowest compared OMol25 entry of this formula, charge and spin) (kcal/mol): 16.9
HOMO-LUMO gap (eV): 11.3
SMILES: CC.CO
Highest occupied orbital energy (eV): -10.43

Charges in e, computed with natural (NBO), in the same order as the atoms: -0.610, -0.610, 0.205, 0.205, 0.203, 0.203, 0.199, 0.205, -0.249, -0.714, 0.157, 0.162, 0.180, 0.465

***

Molecular formula: C3H10O
Method: DFT, the ωB97M-V functional and the def2-TZVPD basis

Geometry (Å):
C 0.188 -1.756 -1.054
C -0.334 -0.998 0.157
C 0.844 -0.041 0.621
H 0.512 -1.297 -1.962
H -0.571 -2.555 -1.382
H 1.119 -2.320 -0.720
H -0.613 -1.701 0.964
H -1.090 -0.265 -0.128
H 1.781 -0.694 0.708
H 1.059 0.695 -0.156
H 0.594 0.465 1.571
O -0.717 2.421 0.411
H -1.309 2.451 -0.305
H 0.067 2.624 -0.217

Cartesian forces (eV/Å) of the 6 atoms listed first:
C -0.299 -3.480 0.624
C 1.937 1.845 -0.360
C 0.406 -1.892 0.459
H -0.126 1.214 -0.327
H 1.066 0.996 0.423
H -1.109 0.375 -0.344

E (eV): -5319.8716
2S+1: 1
Relative energy (zero: lowest compared OMol25 entry of this formula, charge and spin) (kcal/mol): 17.1
HOMO-LUMO gap (eV): 11.7
SMILES: CCC.O
Highest occupied orbital energy (eV): -10.96

Charges in e, computed with natural (NBO), in the same order as the atoms: -0.616, -0.405, -0.590, 0.209, 0.203, 0.196, 0.207, 0.202, 0.187, 0.184, 0.219, -0.911, 0.457, 0.458

***

Molecular formula: C3H10O
Method: DFT, the ωB97M-V functional and the def2-TZVPD basis

Geometry (Å):
C 2.261 -0.112 4.037
C 0.856 0.259 3.432
O 1.015 0.500 2.042
H 2.899 0.760 3.955
H 2.133 -0.604 5.007
H 2.621 -0.988 3.479
H 0.377 1.140 3.864
H 0.246 -0.597 3.712
H 1.906 0.785 1.885
C -2.817 -0.262 -6.247
H -2.963 -1.261 -6.648
H -2.240 0.293 -6.991
H -2.488 -0.101 -5.227
H -3.806 0.189 -6.300

Cartesian forces (eV/Å) of the 6 atoms listed first:
C -1.776 -0.634 -0.525
C 1.764 -0.166 0.752
O -1.242 -0.669 -0.032
H 0.500 -0.201 0.490
H 0.215 1.001 0.402
H 0.195 0.611 -0.461

E (eV): -5319.7939
2S+1: 1
Relative energy (zero: lowest compared OMol25 entry of this formula, charge and spin) (kcal/mol): 18.9
HOMO-LUMO gap (eV): 11.5
SMILES: CCO.C
Highest occupied orbital energy (eV): -10.38

Charges in e, computed with natural (NBO), in the same order as the atoms: -0.650, -0.056, -0.721, 0.204, 0.219, 0.213, 0.160, 0.167, 0.464, -0.858, 0.217, 0.212, 0.220, 0.210

***

Molecular formula: C3H10O2
Method: DFT, the ωB97M-V functional and the def2-TZVPD basis

Geometry (Å):
O -7.172 -5.481 23.478
H -7.595 -4.740 23.911
H -6.376 -5.634 23.987
C -7.070 -9.841 21.251
C -6.748 -8.340 21.488
C -5.401 -7.922 20.919
O -7.679 -7.519 20.871
H -7.041 -10.031 20.178
H -8.040 -10.141 21.647
H -6.394 -10.582 21.678
H -6.887 -8.088 22.539
H -4.585 -8.218 21.578
H -5.332 -6.835 20.871
H -5.286 -8.405 19.948
H -7.922 -6.776 21.429

Cartesian forces (eV/Å) of the 6 atoms listed first:
O -0.501 -0.897 -1.363
H -0.392 0.788 0.507
H 0.849 -0.081 0.630
C -0.074 0.365 -0.230
C 0.279 -0.213 0.921
C 0.368 -0.423 0.845

E (eV): -7366.8983
2S+1: 2
Relative energy (zero: lowest compared OMol25 entry of this formula, charge and spin) (kcal/mol): 0.0
⟨S²⟩: 0.750
Charge: -1
HOMO-LUMO gap (spin up / spin down) (eV): 2.8 / 10.3
Highest occupied orbital energy (spin up / spin down) (eV): 0.96 / -6.60

Charges in e, computed with natural (NBO), in the same order as the atoms: -1.509, 0.318, 0.327, -0.629, 0.043, -0.651, -0.777, 0.192, 0.207, 0.198, 0.178, 0.192, 0.226, 0.185, 0.500

***

Molecular formula: C3H10O2
Method: DFT, the ωB97M-V functional and the def2-TZVPD basis

Geometry (Å):
C -1.490 0.611 -1.062
O -0.423 0.947 -0.198
C 0.616 1.582 -0.916
H -2.271 0.121 -0.457
H -1.168 -0.088 -1.853
H -1.924 1.506 -1.539
H 1.028 0.925 -1.701
H 0.272 2.518 -1.387
H 1.420 1.823 -0.201
C 0.727 -1.854 1.849
O 0.684 -1.553 0.458
H 1.182 -2.855 1.941
H -0.279 -1.883 2.300
H 1.344 -1.134 2.412
H 0.282 -0.665 0.355

Cartesian forces (eV/Å) of the 6 atoms listed first:
C -0.632 -0.295 0.002
O -0.032 0.113 -0.286
C 0.629 0.287 0.089
H 0.370 0.216 -0.246
H -0.003 0.170 0.212
H 0.180 -0.164 0.157

E (eV): -7367.0222
2S+1: 1
Relative energy (zero: lowest compared OMol25 entry of this formula, charge and spin) (kcal/mol): 24.3
HOMO-LUMO gap (eV): 10.8
SMILES: COC.CO
Highest occupied orbital energy (eV): -9.85

Charges in e, computed with natural (NBO), in the same order as the atoms: -0.259, -0.555, -0.259, 0.199, 0.177, 0.172, 0.177, 0.172, 0.199, -0.248, -0.753, 0.179, 0.157, 0.157, 0.484